Record 1
# C5H4O2

An isolated molecule of C5H4O2 at a distorted geometry (wB97M-V/def2-TZVPD, OMol25).

XYZ file:
```
11
Properties=species:S:1:pos:R:3
C 1.97 -0.74 0.02
C 0.77 -0.22 0.16
C 0.27 1.12 0.06
C -0.62 -0.85 -0.02
C -1.17 0.68 -0.06
O 3.09 -1.20 -0.05
O 0.88 2.17 0.01
H -0.75 -1.63 -0.84
H -1.04 -1.41 0.86
H -1.71 0.97 0.85
H -1.69 1.11 -0.99
```

E_LUMO (eV): 0.01
SMILES string: O=C=C1CCC1=O
M (g mol⁻¹): 96.085
Kohn-Sham gap (eV): 9.64
Highest occupied orbital energy (eV): -9.626
ΔE to the lowest compared entry with this formula, charge and spin (kcal per mole): 40.0


Record 2
# C6H14N2

A 2-piece molecular cluster, C6H14N2 overall (wB97M-V/def2-TZVPD, OMol25).

XYZ file:
```
22
Properties=species:S:1:pos:R:3
C 0.14 1.46 -1.84
C -0.13 0.23 -2.24
C 0.88 -0.82 -2.58
C -0.90 2.50 -1.53
H 1.18 1.74 -1.73
H -1.16 -0.08 -2.40
H 0.72 -1.73 -1.99
H 0.79 -1.08 -3.64
H 1.90 -0.49 -2.38
H -1.88 2.19 -1.86
H -0.67 3.45 -2.03
H -0.93 2.72 -0.46
C 0.50 -1.40 2.37
C -0.52 -0.60 2.61
N -0.49 0.79 2.40
N 0.43 -2.82 2.62
H 1.44 -1.01 2.00
H -1.45 -1.02 2.98
H -1.35 1.25 2.69
H -0.29 1.06 1.44
H 0.75 -3.03 3.57
H 1.03 -3.32 1.99
```

E_LUMO (spin up / spin down) (eV): 3.72 / 3.54
M (g mol⁻¹): 114.192
Kohn-Sham gap (spin up / spin down) (eV): 2.34 / 8.12
Highest occupied orbital energy (spin up / spin down) (eV): 1.380 / -4.587
Charge: -1
Spin multiplicity: 2
ΔE to the lowest compared entry with this formula, charge and spin (kcal per mole): 18.8